(1)
96
Properties=species:S:1:pos:R:3:forces:R:3:lowdin_charge:R:1 method="wB97M-V/def2-TZVPD" largest_force_ev_per_a=0.73 energy_ev=-54519.792 gap_ev=7.935 smiles="CB(O)c1ccc2c(c1)C(=O)C=CC2=O.COCCNCCOC.COCCNCCOC.COCCNCCOC"
C -1.582 5.473 3.149 -0.04 0.17 -0.08 -0.206
C -0.863 -1.778 1.418 -0.11 -0.11 -0.16 -0.215
H -2.336 -8.464 -5.288 -0.04 -0.01 -0.03 0.117
H -1.870 4.032 6.092 -0.02 -0.01 -0.01 0.087
H 5.958 6.094 -0.591 -0.07 0.02 0.00 0.122
H -4.303 -2.914 -1.565 -0.01 0.03 0.00 0.083
C 3.485 7.823 2.180 -0.04 0.03 -0.17 -0.201
O -2.829 0.960 1.823 0.02 0.05 0.05 -0.199
H 4.138 -8.170 -4.140 0.11 -0.05 -0.22 0.120
C -1.436 -2.260 2.731 0.02 0.21 0.11 -0.210
N -0.911 3.440 1.957 -0.12 -0.07 -0.01 -0.049
O 2.112 -4.299 -4.903 -0.03 0.07 0.25 0.117
H 0.704 -1.842 -0.777 -0.01 0.03 0.01 0.119
C 0.922 -7.624 -5.220 -0.07 0.04 0.04 -0.101
H 2.316 4.875 1.487 0.10 -0.04 0.00 0.076
C 2.992 7.021 3.379 0.00 0.14 0.15 -0.226
C 0.795 -6.278 -4.875 0.02 -0.02 0.02 -0.090
H 0.038 -1.190 1.618 0.01 0.00 -0.01 0.125
C 2.293 -8.181 -5.383 0.02 0.03 -0.12 -0.339
C 5.877 5.541 0.350 0.18 -0.03 0.08 -0.218
H -1.601 -0.882 -1.194 -0.02 -0.05 0.08 0.099
H -4.021 0.821 3.458 -0.01 -0.01 -0.03 0.090
H -1.607 -1.110 0.970 0.03 0.10 0.10 0.087
H -3.033 -5.770 -2.411 0.00 0.07 0.06 0.066
H 2.621 8.337 1.753 0.00 0.03 0.03 0.118
O -2.340 -2.638 -1.995 -0.09 -0.04 0.03 -0.188
C -3.375 -2.715 -1.029 0.03 -0.12 -0.18 -0.093
H -4.209 -4.574 -5.517 -0.46 -0.32 0.01 0.106
H -3.972 2.444 2.739 0.03 0.04 0.00 0.090
C 3.321 -7.559 -4.499 -0.15 0.29 0.15 0.028
H -0.605 5.154 5.552 0.03 -0.01 0.00 0.090
O -2.196 4.822 4.256 0.09 -0.11 0.02 -0.190
C -1.243 -1.810 -1.657 0.14 0.13 -0.14 -0.220
O -2.723 -2.839 2.554 0.04 -0.13 -0.04 -0.191
H -0.689 3.511 4.876 0.05 0.03 0.00 0.077
H -2.339 -4.506 3.734 0.01 -0.03 0.00 0.087
H -0.906 2.981 -0.073 -0.04 0.02 -0.01 0.120
H -3.313 2.578 0.629 0.03 0.05 0.09 0.114
H -2.505 1.225 -0.142 -0.02 -0.01 0.01 0.108
C -0.457 -5.705 -4.708 -0.01 -0.16 -0.16 0.049
H -1.300 -3.533 0.507 0.01 -0.03 0.00 0.070
H -4.566 -5.221 -3.146 -0.03 0.04 0.09 0.060
C -1.137 2.487 0.876 0.16 0.00 0.10 -0.195
H -3.482 -1.782 -0.469 0.04 -0.01 0.04 0.089
C -1.720 4.649 1.887 0.00 -0.14 0.09 -0.205
C -2.512 1.841 0.763 -0.02 -0.05 -0.20 -0.223
H -0.408 1.681 0.998 0.00 -0.01 -0.05 0.114
H 0.136 -3.402 -1.350 0.03 0.03 -0.04 0.115
N 4.139 7.102 1.093 0.01 -0.09 0.08 -0.051
O 2.562 -9.043 -6.187 -0.01 -0.22 0.23 0.118
C -3.731 -5.917 -3.234 -0.01 0.11 0.01 0.010
C 3.201 -6.272 -4.172 0.11 -0.47 0.13 0.026
H 3.496 6.410 0.731 0.00 0.00 -0.02 0.069
C -3.376 1.560 2.982 -0.03 -0.16 0.04 -0.089
H -1.387 5.252 1.036 0.01 -0.02 -0.02 0.125
H -2.788 4.431 1.746 -0.02 0.09 -0.04 0.106
H -2.602 1.837 3.705 -0.02 0.10 -0.02 0.074
H -0.531 5.692 3.357 0.01 -0.04 -0.01 0.101
C 2.041 -5.484 -4.675 -0.02 0.06 -0.04 -0.336
C -1.456 -7.841 -5.185 0.11 0.10 0.01 -0.012
H -0.755 -2.966 3.218 0.00 -0.05 -0.06 0.122
C -1.286 4.359 5.233 -0.07 0.04 0.02 -0.113
H 3.802 6.472 3.874 0.02 -0.05 -0.09 0.112
H -3.821 -4.526 2.761 -0.01 0.01 -0.01 0.088
H 3.927 -5.795 -3.527 0.05 0.26 -0.17 0.120
B -3.033 -5.865 -4.632 0.02 0.08 -0.09 -0.473
O 5.037 4.405 0.198 -0.09 0.05 -0.07 -0.194
H -0.526 -4.655 -4.454 0.03 0.06 0.00 0.130
H 2.607 7.736 4.111 -0.01 -0.01 0.00 0.121
H 3.496 5.145 -1.005 0.03 0.03 -0.05 0.078
H 1.493 4.174 2.869 -0.02 0.01 -0.02 0.065
H 4.169 8.598 2.539 0.02 -0.02 0.03 0.118
H -2.099 6.425 3.001 0.00 0.00 0.03 0.124
H 3.815 3.402 -1.065 0.00 0.00 0.02 0.088
N -0.517 -2.893 0.543 -0.05 0.08 0.02 -0.047
H 6.142 7.207 1.660 0.00 0.01 0.02 0.123
C 4.283 4.383 -0.996 0.02 -0.05 0.05 -0.117
C -1.601 -6.487 -4.858 -0.25 -0.41 -0.06 -0.088
H 5.285 5.826 2.363 0.10 0.00 0.02 0.107
O -3.642 -5.321 -5.731 0.59 0.43 0.04 0.159
H -4.140 -6.926 -3.115 0.00 -0.05 0.00 0.077
H -0.093 -9.448 -5.670 -0.01 -0.05 -0.01 0.122
C -2.772 -4.234 2.767 -0.05 0.06 0.00 -0.119
H 4.922 4.528 -1.872 -0.01 0.01 -0.02 0.088
H -2.251 -4.793 1.981 0.05 -0.02 0.04 0.079
C 5.384 6.444 1.460 -0.17 -0.02 -0.01 -0.218
O 1.916 6.149 3.089 0.03 -0.07 -0.01 -0.199
C -0.172 -2.498 -0.818 0.01 -0.18 0.05 -0.197
C -0.206 -8.411 -5.388 0.02 0.21 -0.08 0.010
H -3.210 -3.541 -0.331 -0.03 0.08 0.11 0.074
C 2.275 4.875 2.579 -0.14 -0.01 0.04 -0.092
H -0.779 -1.527 -2.606 -0.02 -0.01 -0.01 0.122
H -1.086 2.975 2.838 -0.01 0.03 0.02 0.072
H 3.233 4.531 2.980 0.04 0.06 -0.03 0.090
H -1.556 -1.396 3.391 -0.02 -0.01 0.00 0.118
H 6.874 5.176 0.613 0.00 -0.01 -0.02 0.121


(2)
93
Properties=species:S:1:pos:R:3:forces:R:3:mulliken_spin:R:1 method="wB97M-V/def2-TZVPD" largest_force_ev_per_a=4.80 total_charge=+1 energy_ev=-148423.943 gap_ev="6.850 / 4.644" multiplicity=5 s2=6.052
H 10.100 18.520 12.858 0.12 -1.13 -0.53 0.003
C 6.876 10.563 7.431 0.99 0.36 -0.15 0.029
N 10.013 14.993 8.385 0.53 4.48 -1.62 0.137
C 8.487 12.615 15.249 1.87 0.00 -0.66 0.012
C 7.602 17.036 11.341 0.53 0.00 -0.27 0.005
H 8.114 11.650 15.569 -0.45 -0.18 0.23 0.001
H 8.838 10.362 13.257 -0.06 -0.09 0.12 0.001
H 7.081 10.613 13.150 -0.23 -0.52 -0.26 0.003
C 11.831 12.003 13.490 1.18 0.99 1.12 0.021
F 14.231 14.873 7.804 0.02 0.40 1.24 -0.003
H 7.044 16.517 14.482 2.28 -0.20 0.07 0.001
H 11.232 8.745 7.819 0.07 -0.26 0.57 0.000
H 5.537 11.284 6.030 -1.38 0.03 -0.74 0.002
H 11.142 11.416 12.912 -0.25 -0.06 -0.45 -0.002
H 9.791 10.298 4.219 0.04 -0.05 0.08 0.004
H 12.918 15.992 13.029 0.04 -0.18 0.25 -0.001
C 12.943 14.955 12.688 -0.09 -0.07 -1.65 0.010
H 8.313 7.905 7.951 0.37 0.50 0.39 -0.001
C 5.957 10.184 8.587 -1.70 -0.75 0.22 0.004
H 9.846 13.060 5.671 1.26 -0.35 0.09 0.000
H 7.957 16.781 10.341 0.30 -0.03 -0.12 -0.003
H 10.779 10.252 6.518 -0.11 0.40 0.01 -0.003
H 9.472 9.865 10.158 0.53 -1.40 -1.21 0.058
C 12.172 14.254 8.788 1.95 -1.31 2.25 0.009
Si 8.097 12.696 13.383 0.46 1.16 0.68 0.016
C 11.069 9.026 8.874 0.95 0.59 0.25 0.011
H 8.913 17.324 6.218 -0.90 0.51 0.20 0.002
C 8.621 8.189 8.981 0.77 0.14 -0.71 0.008
H 15.398 13.259 9.718 -0.26 -0.24 -0.81 -0.001
H 11.764 9.893 9.085 -0.76 -0.78 -0.26 0.001
C 9.185 10.319 5.131 -1.07 2.10 -1.04 0.000
H 13.959 14.575 12.764 0.15 -0.12 0.38 0.003
C 14.326 13.214 9.511 -1.54 1.05 -0.09 0.154
C 11.804 16.430 7.574 1.51 0.45 -1.27 0.028
C 8.200 16.317 14.441 -1.16 0.52 -0.59 0.023
F 14.206 11.030 10.316 -0.81 1.02 0.71 -0.005
Os 9.489 13.475 9.586 -2.31 -1.68 1.41 1.968
H 11.553 11.643 10.929 1.48 0.55 -1.33 0.047
C 11.302 14.810 15.048 -0.87 0.61 1.02 0.009
H 5.916 13.321 14.422 0.17 -0.14 -0.02 0.002
C 13.588 14.229 8.815 -0.06 -2.16 -0.85 -0.030
H 8.057 15.747 7.981 0.06 -0.39 0.16 -0.004
C 11.399 15.280 8.257 -2.95 1.55 -2.05 0.062
C 9.619 9.376 9.114 -1.47 1.03 1.71 -0.039
H 8.804 17.088 14.970 -0.76 -0.17 -0.32 0.002
H 9.110 7.301 9.366 -0.03 -0.19 0.32 0.001
C 13.537 12.198 10.075 1.23 -0.08 -0.60 -0.037
H 12.889 16.615 7.278 -1.52 -0.38 1.17 0.004
H 12.250 15.037 15.538 0.19 -0.20 -0.08 0.003
Br 7.032 13.630 9.996 -0.17 0.21 -0.45 0.189
H 6.444 9.726 9.441 0.34 0.28 0.08 0.002
H 7.170 9.680 6.803 -0.45 0.78 0.52 0.001
Si 11.562 13.919 13.451 -0.58 -0.34 -1.95 0.051
H 6.335 14.432 13.072 0.04 -1.56 0.58 -0.001
H 12.779 15.035 11.583 0.03 -0.12 0.65 -0.007
C 12.175 12.313 10.238 -2.02 -1.17 1.14 0.180
H 7.064 12.091 5.788 -0.54 -0.25 0.77 0.001
H 7.628 18.109 11.388 0.28 0.74 0.16 0.003
H 9.604 12.488 15.320 -0.99 0.38 0.46 -0.001
C 8.046 10.963 12.807 0.88 -0.64 -1.08 -0.007
Sb 8.881 11.166 8.120 0.39 -0.61 -0.69 0.386
H 10.648 14.355 15.806 0.20 0.01 -0.30 -0.001
C 6.386 13.336 13.435 -1.61 2.09 -1.38 0.015
H 8.869 9.310 5.308 -0.27 -0.46 0.35 -0.001
C 10.378 17.462 12.554 -1.26 0.84 -0.42 0.010
H 8.099 13.429 15.889 0.36 -0.46 -0.40 0.000
C 6.334 11.731 6.555 1.64 -0.61 0.28 0.004
H 11.159 18.128 6.286 0.14 -0.97 0.52 -0.001
Si 8.828 16.308 12.599 -0.07 0.25 0.27 0.069
H 11.171 17.185 13.215 0.39 -0.39 0.41 -0.003
H 11.386 8.218 9.579 -0.26 0.41 -0.76 0.000
H 8.279 10.986 4.856 1.35 -1.34 0.35 0.001
H 5.171 9.375 8.360 1.01 1.30 -0.30 0.002
C 9.119 15.900 7.843 1.60 -0.90 -1.20 0.048
H 12.898 11.753 13.236 -1.03 0.01 0.36 0.002
H 7.718 8.384 9.531 -0.19 -0.15 0.30 -0.001
H 6.550 16.830 11.276 -0.53 -0.70 0.60 -0.002
C 9.559 16.879 6.938 -0.37 -0.36 0.96 -0.008
H 11.227 12.147 4.882 0.04 0.14 -0.27 0.001
H 8.201 10.885 11.701 -0.59 -0.03 0.79 0.008
H 11.378 12.512 6.617 -0.20 0.73 -0.39 -0.005
H 10.860 15.811 14.839 0.25 -0.64 -0.01 -0.002
H 11.609 11.748 14.541 0.46 -0.22 -0.26 0.000
H 5.735 12.789 12.732 0.09 0.17 0.25 -0.002
H 8.410 15.398 14.985 -0.15 -0.15 -0.17 -0.006
C 10.881 17.245 6.902 0.53 -0.30 -0.03 0.035
C 11.426 13.329 9.604 3.41 -0.16 -0.13 0.079
C 10.673 12.302 5.799 -1.33 -0.59 1.02 0.035
H 10.785 17.467 11.532 -0.06 0.19 0.20 0.000
Si 9.513 14.076 11.956 0.54 0.02 2.56 0.388
H 6.033 12.565 7.180 -0.22 0.05 0.00 0.001
C 9.998 10.979 6.237 0.30 -0.41 -0.05 0.025
H 5.404 11.062 8.979 0.35 -0.40 -0.31 -0.001